[1]
DFT (ωB97M-V/def2-TZVPD) results for a cluster of 15 separate species, C57H122N11O16 in total in a non-equilibrium geometry.

Results
2S+1 = 2
HOMO (spin up / spin down) = -11.767 / -11.767 eV
HOMO-LUMO gap (spin up / spin down) = 4.57 / 3.35 eV
total charge = +2

Geometry as XYZ:
```
206
Properties=species:S:1:pos:R:3:forces:R:3
C -2.46110 1.62419 -0.70509 -0.668 -0.251 0.728
C -1.21518 1.66915 -1.53122 2.544 -0.065 0.449
C 0.03228 2.24345 -0.74691 0.270 -1.222 2.033
C 0.87005 1.22344 0.06117 -1.286 -1.220 -0.954
C 1.14952 -0.04741 -0.79960 0.227 1.185 0.444
C -0.12154 -0.80635 -1.24160 0.485 0.387 -0.366
N -1.01537 0.13678 -1.95047 -6.212 -1.767 -4.964
O -1.95813 -0.39230 -2.84592 6.512 3.759 5.936
C -1.03551 -1.34614 -0.10710 0.890 -0.560 0.791
C 0.29421 -1.86374 -2.21960 -0.499 -2.172 -0.525
C -1.26006 2.48998 -2.74800 -0.990 -0.299 -1.607
H -3.28064 1.06370 -1.15487 0.146 -0.126 -0.103
H -2.86909 2.62518 -0.56483 0.345 0.194 0.035
H -2.21627 1.19199 0.26515 -0.325 0.053 0.095
H -0.41207 2.91090 -0.00857 -0.090 0.283 -0.035
H 0.82767 2.81621 -1.22378 -0.773 0.101 -1.220
H 0.29588 0.80047 0.88550 -0.040 0.408 0.420
H 1.75545 1.68591 0.49739 0.034 -0.105 -0.297
H 1.84817 -0.61995 -0.18953 -0.423 -0.823 -0.227
H 1.65987 0.08881 -1.75306 0.341 0.643 0.135
H -0.57869 -2.20995 0.37587 0.577 -0.447 -0.676
H -2.00767 -1.70138 -0.44889 -0.064 0.600 0.062
H -1.00108 -0.70574 0.77426 -0.904 0.553 -0.477
H 0.91111 -1.74096 -3.10980 0.405 1.414 0.419
H -0.57047 -2.32673 -2.69507 -0.238 -0.370 0.615
H 0.84879 -2.58390 -1.61802 -0.125 -0.312 -0.078
H -0.30516 2.39786 -3.26547 -0.322 0.184 -0.326
H -1.47749 3.53057 -2.50716 0.180 -0.056 0.221
H -2.08572 2.10278 -3.34505 0.159 0.275 -0.613
O -6.71453 -3.35852 -0.62732 0.027 1.797 0.436
C -6.39817 -2.27046 -0.11027 1.125 -2.487 0.040
N -7.28013 -1.33501 0.24228 -1.257 0.140 0.092
C -4.95134 -2.06403 0.30048 0.109 0.040 -1.021
H -7.10380 -0.57211 0.88024 0.313 -0.139 -0.378
H -8.22862 -1.67648 0.18019 -0.129 0.332 -0.012
H -4.45792 -1.29486 -0.29368 -0.325 0.640 0.348
H -4.41380 -2.94471 -0.05100 -0.108 -0.374 0.581
H -4.86950 -1.85146 1.36642 0.240 0.018 -0.148
O -5.81187 1.29790 -1.19189 -0.523 -0.267 -0.423
C -6.06281 1.62624 -2.35046 1.623 1.542 0.962
N -6.82275 0.94313 -3.19587 -0.430 -0.380 0.122
C -5.46200 2.91986 -2.87008 -0.032 0.860 0.016
H -7.41869 0.27409 -2.72968 -0.008 -0.413 -0.772
H -6.81664 1.17543 -4.17877 -0.529 -0.241 0.368
H -5.62703 3.72550 -2.15467 -0.144 -0.305 0.468
H -5.91857 3.35021 -3.76139 0.173 -0.520 -0.389
H -4.37549 2.88142 -2.94841 -0.032 -0.309 -0.281
O -0.48056 0.97632 -5.51953 0.073 -0.017 1.469
C 0.34970 1.15004 -6.39560 0.384 0.534 0.568
N -0.02958 1.23968 -7.63357 -0.598 0.375 -2.429
C 1.81521 1.40081 -6.18035 -0.539 -0.382 0.507
H -1.01258 1.43663 -7.75615 -0.125 -0.850 -0.799
H 0.64642 1.21118 -8.38345 -0.512 0.356 -0.014
H 2.31231 1.90962 -7.00625 -0.119 -0.195 0.022
H 2.20507 0.39367 -6.03285 0.707 0.328 0.514
H 1.78993 2.05801 -5.31112 0.772 -0.371 0.276
O -1.17423 4.33110 2.11410 -2.440 -0.875 0.586
C -2.43238 4.24152 2.18593 3.781 0.406 -0.703
N -3.17927 5.14013 1.59874 -2.106 2.215 -1.054
C -3.22761 3.16447 2.77340 -0.424 -1.712 1.252
H -2.81501 6.00340 1.22165 0.325 -0.294 0.063
H -4.17748 5.13599 1.75258 0.176 0.004 -0.081
H -2.64254 2.70125 3.56790 -0.065 -0.207 -0.113
H -3.54054 2.41667 2.04472 0.577 -0.137 -0.262
H -4.19742 3.44544 3.18403 0.177 0.603 0.195
O -3.08193 0.64521 -8.29648 0.431 0.828 -0.007
C -3.80813 1.52151 -7.84420 2.317 -0.119 1.705
N -5.04610 1.63895 -8.18863 -4.406 -0.573 -1.825
C -3.36902 2.52476 -6.78388 0.669 -1.291 -0.236
H -5.81388 1.85712 -7.56975 0.542 0.674 0.101
H -5.34618 0.97500 -8.88807 0.045 -0.147 -0.108
H -2.38857 2.81584 -7.16081 -0.061 0.678 0.551
H -3.22278 1.88357 -5.91462 0.323 0.241 0.302
H -4.04702 3.34058 -6.53317 0.143 -0.027 -0.441
O 1.84189 -1.64093 3.45977 0.398 0.664 -0.824
C 2.81256 -2.01350 2.78522 -5.568 -3.724 -1.843
N 4.01006 -1.87850 3.13034 4.244 1.711 1.535
C 2.57750 -2.99162 1.58091 -2.022 1.103 0.766
H 4.04002 -1.16044 3.83998 1.285 -0.345 0.566
H 4.72082 -2.55203 2.88280 0.171 0.678 0.020
H 2.36201 -4.00324 1.92482 1.280 -0.326 0.133
H 3.14345 -2.85636 0.65923 0.283 -0.305 0.312
H 1.52475 -2.78280 1.39060 -0.140 0.551 -0.743
O 3.65023 -2.47971 -2.53192 -0.471 -0.594 0.187
C 4.45768 -3.08519 -3.22304 1.328 1.007 2.873
N 4.52572 -2.98834 -4.52326 0.284 0.081 -2.217
C 5.61990 -3.91212 -2.68459 -0.725 -2.200 0.959
H 5.44166 -3.25374 -4.85599 -0.425 0.201 -0.820
H 3.99403 -2.25088 -4.96322 0.176 -0.174 -0.172
H 6.63439 -3.83833 -3.07634 -0.259 0.707 -0.153
H 5.33981 -4.94378 -2.89748 -0.045 -0.365 -0.862
H 5.64939 -4.12106 -1.61521 0.031 1.336 0.291
C 2.23569 2.15719 3.72670 -0.583 -1.991 -0.547
C 2.24157 1.64742 5.19671 0.136 2.583 -1.510
N 3.09543 2.63981 5.91171 -0.512 -1.925 1.781
C 4.50165 2.28714 5.58304 0.442 -0.134 -0.148
C 4.98495 0.89592 6.02846 0.204 0.072 0.371
C 2.74671 2.61978 7.38368 0.915 0.443 -0.533
C 3.36487 3.82009 8.06399 0.004 -0.021 1.253
H 1.58852 1.43642 3.22694 -0.139 -0.136 -0.529
H 3.19220 2.06351 3.21249 0.089 0.085 0.204
H 1.80037 3.12525 3.47878 0.119 0.166 0.819
H 1.18945 1.68580 5.47895 0.174 0.443 0.657
H 2.50059 0.59303 5.29288 0.403 -0.016 -0.142
H 4.63783 2.50245 4.52323 -0.308 -0.666 -0.246
H 5.29997 2.94532 5.92594 -0.671 0.630 0.947
H 6.04465 0.73929 5.82699 0.040 0.169 -0.338
H 4.94020 0.86242 7.11703 -0.185 -0.100 0.102
H 4.45467 0.01471 5.66741 -0.173 0.164 -0.154
H 3.01592 1.75075 7.98401 0.707 -0.637 -0.417
H 1.66799 2.56505 7.53024 -0.216 0.694 -0.630
H 4.40281 3.71140 8.37859 0.506 -0.176 -1.074
H 3.00571 3.85912 9.09238 -0.898 0.445 -0.021
H 3.20537 4.75810 7.53220 -0.004 -0.099 0.142
C -0.65852 -4.71503 2.37396 -1.207 -0.739 1.192
C -1.51647 -5.85985 3.05706 -0.770 -2.124 -0.543
N -2.84713 -5.48599 3.50764 1.178 4.195 -0.670
C -2.82210 -4.42559 4.53098 -0.908 -1.055 1.703
C -2.13965 -4.91443 5.84720 -0.592 0.190 -0.610
C -3.87688 -5.20298 2.49403 -1.087 -1.494 0.070
C -4.01085 -6.28559 1.46232 0.257 -0.467 -0.471
H -0.47470 -3.96065 3.13896 0.374 0.050 -0.139
H -1.24179 -4.25550 1.57601 0.191 -0.177 -0.186
H 0.26915 -5.16898 2.02544 -0.186 0.114 -0.073
H -1.80218 -6.69534 2.41798 0.882 0.172 -0.813
H -1.06171 -6.41793 3.87550 0.541 0.714 0.281
H -2.33067 -3.51806 4.18029 0.380 -0.242 -0.549
H -3.86462 -4.13010 4.64901 -0.003 -0.086 0.443
H -2.35259 -4.23839 6.67529 0.263 0.319 -0.270
H -2.56107 -5.85856 6.19235 0.119 -0.171 -0.315
H -1.06976 -5.00484 5.65943 -0.050 -0.004 0.387
H -3.71999 -4.20829 2.07680 0.331 0.260 0.117
H -4.84631 -5.21481 2.99218 0.083 0.568 0.433
H -3.06955 -6.46615 0.94322 -0.141 -0.227 -0.116
H -4.76513 -6.08232 0.70217 0.020 0.457 0.136
H -4.37336 -7.17586 1.97624 0.320 -0.263 -0.149
C 0.10507 -5.32841 -3.43021 -0.431 0.389 0.402
C -0.28945 -5.93184 -2.06875 0.482 -1.182 -0.458
N 0.76585 -6.77661 -1.47252 -0.594 1.407 -0.479
C 1.87515 -5.89126 -1.06167 1.101 -1.243 -1.371
C 3.29143 -6.61663 -1.12839 -1.118 0.375 1.068
C 0.26594 -7.65848 -0.44542 1.140 0.674 0.618
C -0.71169 -8.71920 -0.84698 -0.035 -0.791 -0.710
H 0.86632 -5.85195 -4.00857 -0.039 -0.419 0.427
H 0.46920 -4.30872 -3.30471 -0.141 0.038 -0.223
H -0.80816 -5.34286 -4.02510 0.139 0.417 -0.241
H -0.61323 -5.18956 -1.33916 0.022 0.707 0.154
H -1.18704 -6.52750 -2.23488 0.181 -0.286 0.056
H 1.96858 -5.10361 -1.80931 -0.051 -0.281 -0.565
H 1.67508 -5.21991 -0.22659 -0.073 -0.562 1.163
H 4.03473 -5.82936 -1.00268 0.232 -0.130 -0.665
H 3.57206 -7.34230 -0.36500 -0.645 0.091 0.625
H 3.34424 -7.24988 -2.01400 0.127 0.776 -0.468
H -0.14512 -7.14780 0.42541 -0.608 0.936 0.313
H 1.18982 -8.01850 0.00728 -0.069 -0.975 -0.073
H -1.61910 -8.41082 -1.36621 -0.016 0.640 0.254
H -1.04156 -9.25415 0.04359 0.144 -0.249 -0.090
H -0.27157 -9.39610 -1.57924 0.217 -0.300 0.289
O -3.05160 -0.19870 2.04607 -0.172 0.100 0.884
C -2.68157 -0.13508 3.20020 -1.520 -0.540 -0.364
O -1.43047 0.15192 3.48732 0.595 -0.627 1.546
C -1.18812 0.03022 4.93999 -1.205 2.643 0.833
C -2.61587 0.11981 5.67341 0.461 -2.431 -2.238
C -3.47192 -0.49673 4.50026 0.979 1.093 0.355
H -0.69179 0.97621 5.15649 0.507 -0.447 0.144
H -0.57458 -0.82187 5.23257 -0.172 -0.062 -0.511
H -3.01361 1.07847 6.00636 0.588 0.054 -0.223
H -2.67399 -0.62794 6.46435 0.232 0.474 0.359
H -4.50974 -0.18308 4.61271 0.046 -0.180 -0.780
H -3.37697 -1.58171 4.54366 -0.335 -0.100 0.092
O 7.22587 1.15602 -0.95328 -0.398 0.406 1.445
C 6.63984 1.79074 -0.10806 1.408 0.907 -0.839
O 5.40314 2.27969 -0.38821 1.215 -2.005 -2.543
C 4.70038 2.81432 0.65835 1.304 0.266 0.927
C 5.89032 3.35602 1.51162 -0.672 -0.487 0.413
C 7.10511 2.31735 1.33373 -3.523 0.613 -1.590
H 4.17394 1.97690 1.11626 -0.427 0.260 0.514
H 4.03785 3.51251 0.14680 -0.229 0.381 0.893
H 5.52603 3.56048 2.51839 0.526 0.064 0.174
H 6.20033 4.27833 1.02035 0.068 0.111 0.271
H 6.99759 1.39431 1.90341 0.422 0.387 0.710
H 8.01170 2.91263 1.44246 0.235 -0.908 -0.399
O 2.40997 5.00291 -1.13231 -1.155 1.995 0.290
C 1.96776 6.10618 -0.84003 0.316 0.047 0.129
O 1.33490 6.95227 -1.72220 0.663 -1.555 0.019
C 1.19052 8.28664 -1.23717 0.086 0.148 0.637
C 1.82487 8.29255 0.19450 -0.189 0.099 -0.661
C 1.95140 6.85260 0.51104 0.349 -2.593 -0.335
H 0.12902 8.52734 -1.29528 0.050 0.082 0.257
H 1.73142 8.92595 -1.93488 -0.061 0.102 0.138
H 1.21100 8.71106 0.99207 0.275 0.797 -0.444
H 2.84112 8.67842 0.11428 -0.290 0.605 0.311
H 1.07888 6.43613 1.01439 -0.217 0.040 0.145
H 2.80603 6.54624 1.11424 0.046 0.190 -0.081
O -0.59871 6.63688 -7.02141 1.402 -0.978 2.056
C 0.10330 6.19653 -6.11079 -2.278 -0.492 -2.720
O 1.13803 6.86577 -5.63587 -0.106 0.856 -0.624
C 1.78642 6.19926 -4.59376 1.178 -0.236 0.430
C 0.86379 5.03356 -4.24187 -0.283 0.144 2.688
C -0.08611 4.79972 -5.39380 1.240 1.432 -0.752
H 2.03570 6.92294 -3.81772 -0.917 -0.186 0.247
H 2.80841 5.94907 -4.87843 -0.101 -0.719 -0.719
H 0.28463 5.35072 -3.37465 -0.307 0.463 0.023
H 1.40032 4.23333 -3.73208 0.224 -0.514 -0.854
H -1.15745 4.69624 -5.22171 0.245 -0.167 0.390
H 0.27586 3.96857 -5.99899 -0.239 0.230 -0.489
```
Positions in Å, forces in eV/Å.

***

[2]
DFT (ωB97M-V/def2-TZVPD) results for a structure of composition C30H59N6O5PS2W in a non-equilibrium geometry.

Results
2S+1 = 3
energy above the lowest of the compared OMol25 structures with the same formula, charge and spin = 50.86 kcal/mol
HOMO (spin up / spin down) = -18.977 / -18.978 eV
HOMO-LUMO gap (spin up / spin down) = 6.28 / 6.65 eV
total charge = +4

Geometry as XYZ:
```
104
Properties=species:S:1:pos:R:3:forces:R:3
W 1.72863 -0.38502 0.13106 -0.296 -0.560 0.326
C 5.17963 -0.38992 -0.79564 0.217 -0.522 -0.319
O 4.14113 0.22718 -0.02334 -0.547 0.376 0.148
C 4.61953 0.76098 1.22266 -0.231 0.353 0.521
C 3.79863 2.01128 1.52866 0.614 -0.321 -0.106
O 2.42973 1.74308 1.18426 -0.057 -0.791 -0.137
C 1.65583 2.94678 1.14216 -0.625 0.356 -0.037
H 5.97143 0.33298 -1.01014 -0.164 0.025 0.077
H 4.74083 -0.73432 -1.73164 0.039 0.036 0.121
H 5.61623 -1.24142 -0.26444 -0.091 0.109 0.005
H 5.67743 1.03048 1.13656 -0.163 -0.075 -0.004
H 4.51623 0.00238 2.01366 0.102 0.211 -0.272
H 4.16433 2.85998 0.93826 -0.180 -0.073 0.029
H 3.87433 2.26988 2.59256 -0.026 0.000 -0.196
H 1.61283 3.40968 2.13436 0.022 -0.132 -0.130
H 0.65833 2.65248 0.81986 0.120 0.151 0.045
H 2.07773 3.67048 0.43936 0.111 -0.133 0.007
C 2.07353 -2.12082 -4.49084 -0.183 -0.764 -0.133
O 2.44443 -0.75562 -4.24084 0.085 0.579 0.519
C 2.43803 -0.26192 -3.04374 0.362 1.151 -0.108
O 2.13943 -0.89362 -1.99894 -0.558 -0.468 1.526
N 2.82703 1.02388 -2.97604 -0.013 -0.089 -0.017
N 2.71573 1.70528 -1.74594 -0.144 0.256 -0.413
H 1.70163 -2.14712 -5.51394 0.012 0.072 0.160
H 1.30703 -2.44992 -3.78844 0.027 0.105 -0.104
H 2.95773 -2.75522 -4.42134 -0.006 0.128 0.033
H 3.06283 1.52278 -3.83144 -0.074 -0.118 0.145
H 2.11483 2.52218 -1.87764 0.003 -0.239 -0.120
H 3.63933 2.05588 -1.47894 -0.251 -0.285 -0.046
N 0.90693 -0.46732 2.35066 -0.058 -0.121 -0.501
N 0.55763 -1.80112 2.70136 -0.397 -0.400 0.266
C 0.24913 -2.74812 1.78576 0.181 0.348 0.345
N -0.15517 -3.93672 2.19156 0.093 0.198 -0.050
S 0.35553 -2.46062 0.09616 0.391 0.620 -0.400
H 1.55303 -0.11502 3.06906 -0.085 -0.205 -0.308
H 0.06053 0.13828 2.36516 0.451 -0.375 -0.171
H 0.33713 -1.98232 3.68046 0.119 0.205 -0.222
H -0.29957 -4.19082 3.16066 -0.038 0.093 0.021
H -0.37707 -4.64282 1.50106 0.021 0.019 0.071
O -0.48187 0.45788 0.20246 2.518 -0.408 -0.068
P -2.01917 0.67318 0.02246 -1.470 0.056 0.061
C -2.61787 1.70528 1.46206 0.415 -0.385 -0.468
C -1.65827 2.79858 1.94316 0.028 -0.038 0.201
C -2.36747 3.67638 2.97626 0.210 0.051 0.037
C -3.50997 4.47058 2.34196 -0.132 0.316 0.127
C -4.04557 3.79208 1.08716 -0.100 0.027 -0.103
C -4.03307 2.27478 1.24536 -0.361 0.115 -0.137
C -2.49867 1.44538 -1.60034 0.020 -0.157 0.535
C -2.37907 0.50738 -2.80704 0.147 -0.281 0.115
C -0.93707 0.34608 -3.27834 -0.063 0.071 -0.122
C -0.37957 1.72178 -3.62644 0.212 -0.125 0.204
C -0.36747 2.57258 -2.36004 -0.118 0.018 -0.139
C -1.79627 2.77968 -1.86884 0.257 0.090 0.300
C -2.85797 -0.99552 0.08846 0.421 0.416 -0.151
C -4.31137 -1.10032 -0.40884 -0.274 0.194 -0.005
C -5.39937 -0.97242 0.65766 -0.035 -0.142 -0.016
C -5.14797 -1.91162 1.82576 0.023 0.255 0.038
C -3.80327 -1.57492 2.45376 -0.075 -0.226 -0.135
C -2.67647 -1.72532 1.43106 0.066 0.302 0.131
H -2.67067 0.96168 2.26626 0.029 -0.047 -0.067
H -1.32077 3.43028 1.12206 0.098 0.023 -0.100
H -0.78077 2.33778 2.40696 0.091 0.024 -0.059
H -1.65257 4.35978 3.43566 0.023 -0.074 0.047
H -2.74827 3.03788 3.77606 0.012 -0.050 0.048
H -3.19787 5.48878 2.09746 0.074 -0.099 0.020
H -4.30617 4.58388 3.08086 -0.018 -0.034 -0.093
H -3.46657 4.08778 0.20766 -0.026 0.020 0.002
H -5.06837 4.12848 0.91066 0.058 -0.078 -0.118
H -4.51887 1.81148 0.38746 -0.143 -0.047 0.085
H -4.63787 2.04278 2.12396 -0.043 -0.182 -0.055
H -3.56347 1.65758 -1.44524 0.072 -0.068 0.094
H -2.95477 0.95288 -3.62224 -0.061 -0.042 0.025
H -2.82207 -0.46562 -2.60114 -0.096 -0.006 -0.031
H -0.91627 -0.30792 -4.15104 0.022 -0.089 0.033
H -0.32957 -0.11692 -2.47684 -0.126 0.029 -0.227
H -1.02517 2.19098 -4.37164 0.061 0.021 -0.064
H 0.61203 1.64558 -4.07264 -0.022 0.047 -0.068
H 0.09283 3.54448 -2.54174 0.072 0.087 0.029
H 0.19043 2.04188 -1.57284 -0.038 0.175 -0.131
H -2.35937 3.31318 -2.63744 -0.049 0.030 0.053
H -1.79517 3.40518 -0.97324 -0.099 0.036 -0.106
H -2.22887 -1.52922 -0.64284 -0.100 0.145 0.037
H -4.41657 -2.09572 -0.84604 0.050 -0.003 -0.127
H -4.51027 -0.38222 -1.20214 0.015 -0.057 -0.148
H -6.35387 -1.21272 0.18776 0.005 0.091 -0.007
H -5.47627 0.04938 1.03066 -0.024 0.012 -0.010
H -5.15157 -2.94712 1.48266 -0.023 -0.119 -0.013
H -5.94037 -1.80952 2.56476 -0.028 -0.065 0.024
H -3.60067 -2.25402 3.28346 0.034 0.066 0.110
H -3.84557 -0.56432 2.86046 0.012 0.073 0.070
H -2.59707 -2.79042 1.19866 0.100 -0.045 -0.001
H -1.73197 -1.40292 1.88276 -0.064 -0.088 0.038
S 3.22393 -2.07692 1.31666 -0.295 0.764 0.358
C 3.85833 -3.46512 0.50136 -0.348 -0.108 -0.956
N 4.70783 -4.21712 1.23446 -0.140 0.364 0.190
C 5.32023 -5.31102 0.75686 0.182 -0.474 -0.383
C 5.07573 -5.72662 -0.53074 -0.125 0.164 -0.060
C 4.18563 -4.98892 -1.31754 0.234 -0.148 0.246
C 3.58283 -3.85202 -0.80914 0.001 0.191 0.361
H 4.90353 -3.92002 2.18896 0.042 -0.129 -0.110
H 5.99833 -5.82662 1.42176 -0.004 0.023 0.083
H 5.57193 -6.59992 -0.92474 0.036 -0.074 0.058
H 3.97673 -5.30812 -2.32804 -0.003 -0.030 -0.084
H 2.90263 -3.24872 -1.39854 0.080 -0.099 0.035
```
Positions in Å, forces in eV/Å.